Density functional theory data (ωB97M-V with the def2-TZVPD basis set) for a molecular structure, C25H37BaFN4O3S2 at a distorted geometry.

Structure (XYZ):
```
73
Properties=species:S:1:pos:R:3:forces:R:3:lowdin_charge:R:1
Ba 0.248969 3.213328 -0.438896 0.237 0.623 0.043 2.014
S 2.735741 3.443981 -2.022989 -0.417 -0.048 0.869 0.703
S -0.301180 3.643921 2.589959 0.811 0.082 -1.404 0.735
C 4.043251 3.571829 -0.721080 -0.031 0.000 -1.476 -0.327
C 2.109474 5.180327 -2.131332 0.818 0.232 -0.462 -0.481
C 1.781911 6.107119 -0.942298 -0.565 0.226 0.217 -0.257
N 0.522092 5.807024 -0.247527 0.114 -0.926 0.040 -0.304
C 0.398456 6.215413 1.157433 -0.071 0.090 -0.452 -0.251
C -0.599148 5.381053 1.993278 -0.122 0.196 0.728 -0.445
H 1.273696 5.149219 -2.851136 0.410 0.039 0.083 0.088
H 3.006376 5.567158 -2.618751 -0.571 0.847 -0.250 0.074
H 1.652019 7.135452 -1.323566 0.859 -0.302 -0.147 0.138
H 2.594634 6.071131 -0.193382 -0.356 0.205 -0.403 0.116
H 0.044680 7.262598 1.112299 0.190 -0.308 0.871 0.138
H 1.406871 6.168115 1.610962 -0.511 0.217 -0.207 0.114
H -1.598519 5.368532 1.522088 0.356 -0.079 0.329 0.089
H -0.662574 5.847848 2.979822 -0.347 0.599 -0.403 0.075
C 1.400638 3.767072 3.299802 -1.449 0.168 0.371 -0.348
H -0.319847 5.984797 -0.808036 0.533 0.499 0.344 0.130
H 2.151798 4.343916 2.750356 -0.360 -0.121 0.030 0.036
H 1.706281 2.728181 3.427798 0.142 0.221 0.179 0.037
H 1.093412 4.224308 4.242281 1.215 -0.024 0.211 0.035
H 4.250846 2.542385 -0.421133 0.112 0.232 -0.039 0.044
H 3.881210 4.212971 0.150303 -0.253 -0.093 -0.340 0.041
H 4.801221 3.954471 -1.408743 0.700 0.000 1.097 0.036
C -4.012580 5.166553 -3.343911 -0.060 -0.457 -0.016 -0.096
C -4.098391 3.827802 -3.351244 0.074 0.437 0.029 -0.093
H -3.463223 5.709060 -4.132026 -0.353 -0.304 0.489 0.046
H -4.513373 5.768164 -2.566175 0.325 -0.352 -0.498 0.048
H -3.613281 3.219866 -4.132321 -0.290 0.379 0.480 0.055
H -4.657711 3.281203 -2.574499 0.358 0.346 -0.461 0.055
F 2.954712 -3.486338 -1.497996 -0.575 0.000 0.379 0.056
C 1.824740 -3.073989 -0.852791 -0.126 0.860 -0.279 -0.166
C 1.583858 -1.710215 -0.808318 -0.378 -0.817 0.258 0.114
C 0.371491 -1.230427 -0.249276 0.109 -2.044 0.458 -0.067
C 0.054764 0.140240 -0.312383 1.064 1.272 -0.543 -0.352
O 0.994442 0.909614 -0.695470 -0.654 -0.608 0.162 -0.280
C -1.269910 0.553754 0.036853 -1.515 0.089 0.014 -0.058
C -2.099076 -0.330587 0.706257 1.722 -0.068 -0.473 0.081
N -1.690512 -1.627868 0.950768 0.575 1.676 -0.349 0.012
C -2.513875 -2.483289 1.709298 -1.091 -1.839 0.576 -0.280
C -3.659374 -2.012005 2.524386 -0.403 1.040 0.479 -0.095
C -3.946605 -2.616065 1.203032 0.043 -0.695 -0.524 -0.059
C -0.532167 -2.138620 0.348168 0.018 0.297 -0.257 -0.090
C -0.264219 -3.518984 0.292690 0.757 -0.195 -0.278 0.067
C 0.898366 -4.022511 -0.348958 -0.623 -0.043 0.431 -0.097
N 1.091528 -5.425617 -0.471399 -0.468 1.005 0.149 -0.085
C -0.037642 -6.315529 -0.662024 -0.099 0.115 -0.063 -0.130
C 0.031900 -7.443599 0.346980 -0.823 0.308 0.785 -0.095
N 1.348268 -8.087062 0.190811 0.150 -2.262 -0.071 0.033
C 2.515140 -7.212188 0.326215 0.873 0.919 0.757 -0.096
C 2.372954 -6.064230 -0.659068 0.182 0.105 -0.019 -0.130
C -1.871875 1.895545 -0.511136 -1.942 -0.337 -1.101 -0.819
O -1.757856 1.998735 -1.797970 0.102 0.128 3.292 -0.114
O -2.287844 2.780321 0.320034 0.873 -1.815 -1.663 -0.163
H 2.300759 -1.005619 -1.234172 -0.321 -0.290 0.089 0.145
H -3.082930 -0.001880 1.054007 0.422 -0.323 -0.112 0.154
H -1.992627 -3.236800 2.284163 0.191 -0.453 -0.858 0.148
H -4.054511 -2.658214 3.309891 0.809 0.441 0.236 0.124
H -3.574093 -0.949879 2.742851 -1.007 -0.092 -0.065 0.111
H -4.246205 -2.015827 0.346558 0.393 0.008 0.120 0.117
H -4.389508 -3.610097 1.185580 -0.087 0.306 0.212 0.108
H -0.982567 -4.192910 0.748217 0.266 0.004 -0.187 0.101
H -0.016956 -6.757607 -1.677756 -0.030 0.181 0.153 0.147
H -0.992758 -5.794515 -0.549478 0.295 -0.072 -0.122 0.132
H 0.021707 -7.076707 1.386716 -0.210 0.024 -0.422 0.151
H -0.773898 -8.196424 0.223652 0.608 0.364 -0.037 0.157
H 1.437463 -8.874935 0.850746 -0.089 0.266 -0.219 0.201
H 1.384957 -8.511176 -0.734046 -0.024 -0.209 -0.291 0.185
H 3.451373 -7.783671 0.178192 -0.630 0.145 -0.026 0.158
H 2.483265 -6.850270 1.365066 0.174 0.030 -0.340 0.151
H 2.458272 -6.459993 -1.681509 0.113 0.070 -0.027 0.145
H 3.193304 -5.367363 -0.494719 -0.143 -0.117 -0.075 0.137
```
Positions in Å, forces in eV/Å.

Total energy: -63694.76934 eV
Relative energy (zero: lowest compared OMol25 entry of this formula, charge and spin): 263.03 kJ/mol
Gap between HOMO and LUMO (spin up / spin down): 7.82 / 7.82 eV
Lowest unoccupied orbital energy (spin up / spin down): -4.9 / -4.9 eV
Strongest force on any atom: 3.296 eV Å⁻¹
HOMO energy (spin up / spin down): -12.70 / -12.70 eV
Net charge: +2

Density functional theory data (ωB97M-V with the def2-TZVPD basis set) for C25H37Br2FO3Si in the gas phase at a distorted geometry.

Structure (XYZ):
```
69
Properties=species:S:1:pos:R:3:forces:R:3:lowdin_charge:R:1
C -2.207725 -0.849231 1.476379 -1.447 -0.288 -0.545 -0.088
C -2.713809 0.619854 1.547678 0.916 0.311 0.683 -0.690
Br -4.387597 1.098006 0.637965 1.253 -0.824 0.525 0.669
C -2.021201 1.572519 2.220800 -0.625 -0.287 -0.632 -0.568
Br -2.710805 3.415852 2.199559 0.765 -1.139 0.087 0.749
C -0.687688 1.354739 2.998976 -0.469 1.872 0.382 -0.345
C 0.609629 1.860021 2.218690 -0.503 -0.862 -1.149 -0.070
C 0.608624 1.463307 0.694704 0.827 -0.029 -0.430 -0.176
C 0.249311 2.636183 -0.300200 -0.315 0.017 -0.213 -0.186
C -0.856576 2.282525 -1.355301 -0.403 -0.198 -0.066 -0.191
C -0.557438 0.999945 -2.225588 0.034 -0.067 0.069 -0.195
C -0.198228 1.286713 -3.725635 -0.322 0.349 0.037 -0.216
C 1.246954 1.857010 -3.960640 -0.525 0.450 1.033 -0.244
C 2.417257 0.987260 -3.356694 0.332 0.622 -0.911 -0.257
Si 2.420582 -0.853490 -3.862371 0.674 -0.190 0.189 0.572
C 1.605117 -1.223996 -5.537761 -0.238 -0.916 -0.234 -0.195
C 4.259273 -1.395049 -4.031448 -0.333 -0.189 -0.002 -0.197
C 1.659279 -1.841253 -2.402386 -0.309 -0.284 0.875 -0.242
C 0.683212 -2.892190 -2.625247 0.595 0.500 2.241 -0.081
C 0.109480 -3.576525 -1.475388 0.904 1.226 0.150 -0.080
C 0.513487 -3.181123 -0.145887 0.792 0.785 -0.862 -0.103
C 1.512498 -2.143158 0.074196 -0.259 -0.026 -1.632 -0.094
C 2.103977 -1.443696 -1.048868 -2.070 -2.258 -0.738 -0.098
O -0.774537 2.384981 4.046976 1.587 -0.275 1.563 -0.070
C 0.258545 2.082800 4.959893 -1.504 -1.839 -1.803 -0.498
O 0.797057 2.828850 5.690366 0.051 0.008 0.156 0.202
O 0.508363 0.704132 4.817655 0.398 1.431 0.187 0.006
C -0.539519 0.133393 3.973360 0.621 0.623 0.894 -0.173
C -1.730865 -0.050393 5.010950 -0.608 -0.862 -0.833 -0.086
C -2.291698 -1.524656 5.095101 -0.497 -0.321 -0.397 -0.148
C -3.766345 -1.681809 4.528892 1.068 -0.587 -0.316 -0.189
F -4.674862 -2.071969 5.539150 0.680 0.646 -0.827 -0.077
H -2.050264 -1.318112 2.484875 0.062 0.710 -0.951 0.056
H -3.036318 -1.451147 1.007141 0.875 0.502 0.402 0.081
H -1.316477 -0.975266 0.813922 -0.617 0.199 0.679 0.068
H 1.552389 1.480386 2.682057 -0.968 0.165 -0.066 0.133
H 0.616428 2.974374 2.325437 -0.119 -0.973 -0.128 0.135
H 1.662218 1.148068 0.444454 -1.035 0.149 0.242 0.101
H -0.018940 0.555479 0.473257 0.515 0.948 0.406 0.085
H 1.174988 2.919101 -0.866491 -0.709 -0.083 0.554 0.104
H -0.092301 3.532453 0.287279 0.357 -0.751 -0.577 0.096
H -1.021608 3.152870 -2.049296 0.197 -0.657 0.701 0.113
H -1.840609 2.113015 -0.830365 0.968 0.283 -0.360 0.074
H -1.452459 0.315570 -2.208155 0.822 0.653 -0.004 0.116
H 0.275013 0.433515 -1.738708 -0.647 0.281 -0.470 0.073
H -0.925157 2.061396 -4.108395 0.615 -0.744 0.311 0.113
H -0.403853 0.366442 -4.334268 0.413 0.727 0.520 0.085
H 1.364372 2.100777 -5.047112 0.169 -0.484 0.854 0.107
H 1.281400 2.853012 -3.425932 -0.048 -0.822 -0.613 0.103
H 2.498291 1.088755 -2.242655 -0.284 -0.017 -0.926 0.058
H 3.377603 1.424929 -3.764225 -0.820 -0.434 0.459 0.084
H 0.483705 -1.275102 -5.488641 1.033 0.360 -0.225 0.027
H 1.972285 -0.543338 -6.346593 -0.524 -0.390 0.704 0.044
H 1.925957 -2.262671 -5.848046 -0.209 0.966 0.324 0.042
H 4.752024 -0.817449 -4.859857 -0.281 -0.492 0.869 0.036
H 4.292269 -2.491069 -4.289655 0.104 1.031 0.313 0.038
H 4.768209 -1.226562 -3.044627 -0.201 -0.161 -1.005 0.034
H 0.376406 -3.159223 -3.661067 0.262 0.220 0.964 0.095
H -0.655445 -4.378190 -1.618421 0.797 0.814 0.187 0.101
H 0.079849 -3.653842 0.767483 0.327 0.280 -1.033 0.097
H 1.805768 -1.874218 1.113135 -0.273 -0.275 -0.873 0.096
H 2.847509 -0.624847 -0.950495 -0.631 -0.789 0.157 0.090
H -0.087067 -0.788848 3.527509 -0.638 0.760 0.401 0.162
H -2.548455 0.653378 4.691222 0.689 -0.660 0.599 0.125
H -1.357131 0.219093 6.027782 -0.239 0.054 -1.047 0.135
H -1.648512 -2.218656 4.485255 -0.427 0.649 0.626 0.102
H -2.270668 -1.941365 6.139421 -0.082 0.574 -0.960 0.122
H -4.065929 -0.733358 4.020043 -0.248 -0.678 0.694 0.111
H -3.759243 -2.498900 3.754853 -0.275 0.690 0.788 0.114
```
Positions in Å, forces in eV/Å.

Total energy: -183346.02995 eV
Gap between HOMO and LUMO: 9.45 eV
Lowest unoccupied orbital energy: 0.2 eV
Strongest force on any atom: 3.151 eV Å⁻¹
HOMO energy: -9.27 eV
Net charge: 0

Density functional theory data (ωB97M-V with the def2-TZVPD basis set) for a molecular structure, C25H37Cl3NNiO3Sb.

Structure (XYZ):
```
71
Properties=species:S:1:pos:R:3:forces:R:3:lowdin_charge:R:1
Ni -1.315988 -1.297879 -0.136678 -0.007 -0.407 -0.001 0.228
C -1.693592 -2.810045 2.571533 -0.003 -0.022 -0.004 -0.096
O -1.149298 -1.683471 1.879692 -0.051 -0.039 -0.081 -0.186
H -1.285183 -2.860445 3.580145 0.014 0.012 0.016 0.088
H -1.485235 -3.741119 2.042948 0.011 0.007 -0.022 0.091
H -2.768519 -2.662136 2.628782 -0.008 0.012 -0.002 0.089
H -0.184552 -1.786137 1.778555 -0.088 0.023 -0.018 0.085
Cl -3.640200 -2.020067 -1.851074 -0.019 0.011 -0.014 0.500
C -2.485597 -2.696500 -0.662153 0.157 0.270 0.036 -0.610
H -1.954748 -3.501668 -1.163911 0.040 0.009 0.002 0.017
H -3.080373 -3.079820 0.165118 0.013 0.015 0.070 0.004
C -3.850804 1.728095 -2.616946 -0.002 0.018 0.019 -0.152
C -3.839304 2.050633 -1.126255 0.032 -0.017 0.075 -0.577
C -5.039161 1.442396 -0.402622 0.021 -0.004 -0.095 -0.157
Sb -2.010663 1.348815 -0.215621 0.168 0.034 0.000 1.603
C -0.562899 2.387429 -1.448912 -0.103 0.043 0.024 -0.555
C -0.873471 3.867428 -1.654758 0.082 -0.105 -0.017 -0.141
C 0.827299 2.181072 -0.856312 0.011 0.024 0.027 -0.159
C -1.932838 2.591718 1.572462 -0.088 0.025 -0.057 -0.553
C -2.205559 1.727191 2.802149 0.031 -0.004 -0.032 -0.167
C -2.853470 3.809709 1.542477 -0.003 -0.103 0.093 -0.147
H -4.788264 2.068476 -3.067853 0.014 -0.002 -0.003 0.080
H -3.772290 0.653866 -2.787793 0.006 -0.022 -0.013 0.034
H -3.030390 2.214238 -3.149660 -0.018 -0.012 0.014 0.060
H -3.843558 3.134532 -0.992607 -0.007 0.020 0.026 0.070
H -5.042311 0.354688 -0.505404 -0.003 0.009 -0.004 0.049
H -5.972774 1.820302 -0.830304 -0.004 -0.012 0.006 0.079
H -5.044219 1.679535 0.662799 0.006 0.005 0.027 0.054
H -0.612767 1.866716 -2.408495 -0.039 -0.035 -0.013 0.083
H -0.801865 4.410866 -0.712384 -0.004 0.055 0.078 0.065
H -1.869426 4.036289 -2.065969 -0.018 -0.010 -0.012 0.059
H -0.149811 4.318487 -2.341091 -0.005 -0.004 -0.003 0.078
H 0.923451 2.698132 0.103610 -0.006 -0.024 -0.024 0.062
H 1.595676 2.589712 -1.520329 0.007 -0.007 0.011 0.077
H 1.058160 1.127018 -0.677200 -0.023 0.105 -0.001 0.046
H -0.894106 2.931075 1.610256 0.038 0.018 -0.021 0.072
H -3.221733 1.326331 2.780630 -0.044 -0.015 0.007 0.070
H -2.107555 2.316660 3.719016 0.009 -0.001 -0.001 0.075
H -1.523176 0.877698 2.862461 0.001 0.008 0.004 0.049
H -3.905217 3.512455 1.512205 0.038 0.007 -0.001 0.064
H -2.669668 4.456740 0.688458 0.035 0.055 -0.093 0.055
H -2.713808 4.408184 2.448927 -0.012 -0.011 -0.015 0.078
Cl 3.338183 -2.674773 2.250404 -0.048 0.005 0.069 0.753
C 3.341855 -0.985832 1.855344 0.009 0.015 0.008 -0.585
C 2.745671 -0.118327 2.750478 -0.004 -0.045 -0.005 -0.119
C 2.753246 1.246135 2.518745 -0.028 0.058 0.005 -0.086
C 3.357283 1.733668 1.374300 -0.016 -0.010 -0.007 -0.132
C 3.924043 0.850248 0.475669 0.000 -0.053 -0.039 -0.578
Cl 4.623766 1.504432 -0.984083 0.038 -0.017 0.014 0.711
C 3.946300 -0.538750 0.673527 0.009 -0.009 -0.013 -0.306
N 4.611730 -1.371691 -0.217395 0.014 0.100 -0.083 0.066
C 4.111501 -2.625674 -0.709157 0.003 -0.051 0.091 -0.244
C 4.845049 -3.767616 -0.406611 0.009 -0.059 -0.044 -0.060
C 4.444162 -5.010883 -0.860264 0.013 0.022 0.024 -0.082
C 3.290149 -5.119119 -1.625031 -0.025 0.032 -0.013 -0.078
C 2.573816 -3.979897 -1.947466 -0.003 -0.033 -0.020 -0.027
C 2.974963 -2.718174 -1.509483 0.021 0.041 -0.097 -0.148
C 2.167431 -1.519951 -1.949163 -0.092 -0.025 0.039 -0.028
C 0.889396 -1.414500 -1.143051 -0.270 0.067 -0.053 -0.604
O -0.232699 -1.401920 -1.757142 0.228 -0.098 0.190 -0.064
O 0.959442 -1.328912 0.106388 -0.076 0.115 -0.099 -0.024
H 2.291281 -0.527337 3.642466 0.001 -0.001 0.011 0.103
H 2.294674 1.923432 3.226403 0.008 -0.004 -0.002 0.106
H 3.376991 2.792380 1.156111 0.014 -0.004 0.003 0.106
H 5.117379 -0.853540 -0.920325 -0.013 0.030 0.012 0.086
H 5.724636 -3.657737 0.213995 -0.004 0.000 -0.006 0.113
H 5.022152 -5.891233 -0.611388 0.001 0.002 -0.001 0.102
H 2.957995 -6.086060 -1.980492 0.000 0.006 -0.001 0.102
H 1.685963 -4.055603 -2.566212 0.011 -0.003 0.009 0.122
H 1.907781 -1.607565 -3.002902 0.013 -0.007 -0.005 0.129
H 2.725702 -0.592389 -1.811556 0.010 0.000 0.027 0.100
```
Positions in Å, forces in eV/Å.

Total energy: -119305.39788 eV
Relative energy (zero: lowest compared OMol25 entry of this formula, charge and spin): 76.94 kJ/mol
Gap between HOMO and LUMO (spin up / spin down): 8.12 / 8.12 eV
Lowest unoccupied orbital energy (spin up / spin down): 0.3 / 0.3 eV
Strongest force on any atom: 0.407 eV Å⁻¹
HOMO energy (spin up / spin down): -7.82 / -7.82 eV
Net charge: 0